No. 1
Molecular formula: C3H32NO12
Method: DFT, ωB97M-V/def2-TZVPD

Geometry as XYZ:
```
48
Properties=species:S:1:pos:R:3:forces:R:3
C 0.8379 -0.1222 0.2632 0.29 0.33 -0.68
C 0.7600 0.1441 -1.2423 -2.06 3.16 0.77
C 2.0310 0.5526 -1.9391 -0.11 0.94 -3.36
O 2.2462 -0.4417 -2.9591 1.61 -1.53 0.59
N -0.6558 -0.1707 0.7603 2.68 -0.95 -4.72
H 1.3705 0.6481 0.8247 -0.62 0.17 -0.33
H 1.5323 -0.9934 0.3885 -1.63 0.09 0.48
H 0.3356 -0.7007 -1.7560 0.10 -0.41 0.17
H -0.0139 1.0225 -1.4726 1.42 -1.81 0.91
H 1.8035 1.4541 -2.7056 0.80 -1.34 2.49
H 2.9851 0.6635 -1.3825 -0.87 0.37 0.09
H 2.7465 -1.1862 -2.5272 -0.82 0.91 -0.85
H -1.0023 0.7928 0.5560 -0.25 -0.76 0.19
H -0.6349 -0.3305 1.7033 -0.06 -0.48 3.10
H -1.0590 -0.9963 0.2167 -0.32 1.42 0.74
H -1.7519 -2.9090 -1.2006 -1.73 2.56 1.17
H -2.9696 -1.8619 -1.2001 -1.40 0.50 -1.67
O -2.2606 -2.1627 -0.6868 3.21 -3.01 -0.06
H -4.4815 0.5204 -0.0085 -0.66 -0.01 -0.58
H -3.3670 0.0980 0.8993 -0.48 0.33 0.17
O -3.9036 0.8853 0.6488 0.87 -0.61 0.37
H 1.5242 -3.5446 -0.2753 -3.12 0.88 -0.99
H 0.1231 -3.9563 -1.0076 1.07 0.80 0.65
O 0.5733 -3.1969 -0.5553 2.21 -1.78 0.39
H 2.6237 -2.1356 2.1820 2.83 0.96 -2.43
H 3.8167 -1.1487 2.1128 0.06 -0.19 -0.48
O 3.4277 -1.8297 1.5345 -2.97 -0.78 2.90
H 1.4225 0.6255 3.0286 0.35 0.58 -0.03
H 0.1287 0.2374 3.8125 -0.08 0.29 0.65
O 0.6671 0.0347 3.0571 -0.32 -0.96 -0.05
H 2.5557 3.6475 0.0030 2.92 1.68 -1.60
H 1.4613 3.9970 1.0459 0.50 -0.23 -0.87
O 1.8043 3.3416 0.4036 -3.50 -0.99 2.16
H 2.4815 2.3529 1.6660 -0.98 1.59 -2.42
H 3.1251 2.2313 2.9516 0.99 0.59 1.47
O 2.6898 1.7206 2.3029 0.34 -2.49 1.43
H -3.2896 -1.5775 2.6001 0.60 0.06 -1.28
H -3.4264 -2.3649 1.3122 -0.06 -0.56 -0.57
O -2.9247 -1.6413 1.6731 -0.63 0.69 2.44
H -2.9703 2.2082 -2.0681 1.13 -0.09 0.14
H -1.6333 2.3547 -2.7607 1.01 0.74 -2.31
O -1.9967 2.1012 -1.9551 -2.24 -0.59 2.17
H 0.0357 -0.9399 -3.5979 4.30 4.75 -1.20
H -0.4403 -2.1963 -4.2054 -0.03 0.38 0.39
O -0.5159 -1.5975 -3.4435 -4.40 -5.40 0.47
H -1.4782 3.3111 1.2631 -1.87 -3.24 -0.35
H -2.5550 2.0512 0.8409 -2.11 0.51 -1.52
O -1.8296 2.3333 1.3484 4.00 2.96 1.84
```
Forces are in eV/Å.

- Orbital gap: 10.22 eV
- Net charge: +1
- LUMO energy: -2.4 eV
- Relative energy (zero: lowest compared OMol25 entry of this formula, charge and spin): 1.8769 eV
- HOMO: -12.6 eV
- 2S+1: 1
- Calculated total energy: -29683.033 eV

Atomic partial charges in e from the Löwdin method, atoms 1 to 5: C -0.1272; C -0.1924; C -0.2356; O -0.1214; N 0.1915

---

No. 2
Molecular formula: C17H13N6O3ReS6
Method: DFT, ωB97M-V/def2-TZVPD

Geometry as XYZ:
```
46
Properties=species:S:1:pos:R:3:forces:R:3
Re 0.1994 0.2201 -0.2841 -0.27 0.44 -0.25
O -6.1193 1.6354 1.9695 0.06 0.00 -0.03
C -5.0197 1.3791 1.5942 -0.08 0.00 0.06
S -4.6504 0.0675 0.4346 0.02 0.02 0.00
C -2.9366 0.3567 0.4074 -0.13 -0.25 -0.15
C -2.4457 1.3433 1.1671 0.13 0.18 0.13
S -0.7290 1.6124 1.2461 0.01 0.12 0.05
S -3.5589 2.2648 2.1321 0.00 -0.01 -0.03
S -1.8493 -0.6466 -0.5157 0.04 -0.26 0.15
N 8.4348 0.4862 0.3065 -0.03 -0.01 0.00
C 7.1212 0.5572 0.6447 0.04 0.00 0.00
C 6.2120 1.2530 -0.1728 -0.02 0.02 -0.02
C 4.8889 1.3504 0.1877 0.04 -0.01 0.02
C 4.4465 0.7459 1.3626 -0.03 0.02 0.01
C 5.3277 0.0402 2.1761 0.03 0.01 -0.03
C 6.6547 -0.0452 1.8241 -0.02 -0.02 0.02
S 2.7809 0.8475 1.8103 -0.06 0.02 -0.10
O 2.2989 2.1970 1.5620 0.04 0.03 0.02
O 2.5649 0.2600 3.0887 0.00 -0.01 0.03
N 1.9667 -0.0100 0.6278 0.11 -0.48 0.05
C 2.3482 -1.2435 0.0959 -0.02 0.25 0.07
N 1.4080 -1.5448 -0.8322 0.00 0.03 -0.02
C 1.5268 -2.6924 -1.4863 -0.05 -0.07 -0.05
C 2.6002 -3.5291 -1.2273 -0.01 0.00 -0.01
C 3.5007 -3.1197 -0.2595 0.03 0.03 0.06
N 3.3808 -1.9720 0.4221 0.04 -0.08 0.04
H 8.7612 0.8477 -0.5699 0.01 0.00 0.00
H 9.0736 -0.0639 0.8500 0.01 0.00 0.00
H 6.5652 1.7246 -1.0811 -0.01 0.00 0.00
H 4.1976 1.8989 -0.4409 0.00 -0.01 0.01
H 4.9611 -0.4315 3.0771 0.00 0.00 0.00
H 7.3491 -0.5787 2.4607 0.00 0.00 0.00
H 0.7609 -2.9318 -2.2127 0.00 0.01 0.00
H 2.7195 -4.4650 -1.7503 0.00 0.01 -0.01
H 4.3567 -3.7308 0.0005 -0.01 -0.01 -0.02
S 0.4016 1.5148 -2.1628 0.15 0.07 0.05
C 0.5254 3.1921 -1.6367 -0.01 -0.05 -0.04
N 1.0985 3.5392 -0.4671 0.01 0.07 -0.02
C 1.1772 4.8207 -0.0785 0.00 0.03 0.01
C 0.6985 5.8019 -0.9043 0.00 0.01 0.00
C 0.1757 5.3841 -2.1258 0.00 0.00 -0.01
N 0.0904 4.1072 -2.4810 -0.01 0.01 0.01
H 1.4886 2.8390 0.1930 -0.02 -0.11 -0.01
H 1.6328 4.9910 0.8877 0.00 0.00 -0.01
H 0.7418 6.8431 -0.6256 0.00 0.00 0.00
H -0.1936 6.1014 -2.8492 0.00 0.01 0.01
```
Forces are in eV/Å.

- Orbital gap (spin up / spin down): 6.00 / 6.01 eV
- Net charge: +1
- LUMO energy (spin up / spin down): -4.5 / -4.5 eV
- Relative energy (zero: lowest compared OMol25 entry of this formula, charge and spin): 0.2961 eV
- Expectation value of S²: 0.762
- HOMO (spin up / spin down): -10.5 / -10.5 eV
- 2S+1: 2
- Calculated total energy: -100060.283 eV

Atomic partial charges in e from the Löwdin method, atoms 1 to 5: Re 0.6654; O -0.0117; C -0.9700; S 1.0023; C -1.0999

---

No. 3
Molecular formula: C14H24N8O4
Method: DFT, ωB97M-V/def2-TZVPD

Geometry as XYZ:
```
50
Properties=species:S:1:pos:R:3:forces:R:3
C 0.6173 -4.5438 3.1559 -0.38 -0.40 -0.17
N -0.1787 -3.4773 2.5187 -0.33 1.88 0.52
O -0.0125 -3.1527 1.3549 -0.04 -0.72 0.59
O -0.9471 -2.8908 3.2876 0.27 -0.39 -0.83
H 0.2729 -4.5709 4.1694 -0.09 -0.08 0.45
H 1.6744 -4.3187 3.1270 0.16 0.04 -0.52
H 0.3191 -5.4531 2.6492 0.45 -0.25 -0.15
C -0.7427 0.3344 1.7389 -0.61 -1.56 1.20
N -1.7994 0.5122 0.7870 1.35 0.10 -2.61
O -1.5310 0.6315 -0.4235 -0.28 -0.20 1.16
O -2.8871 0.5726 1.2416 -2.41 0.12 0.48
H -0.9841 -0.5254 2.3606 -0.40 0.11 0.13
H -0.7636 1.2134 2.2945 0.18 1.46 1.14
H 0.1724 0.1201 1.3266 1.97 -0.03 -1.45
C 2.1995 3.4897 1.9024 1.04 0.54 0.42
C 2.2132 3.4856 0.4675 -0.35 -0.36 -0.19
N 2.3690 3.4091 -0.6616 0.02 0.13 -0.76
H 1.2641 3.2425 2.3776 -0.36 -0.21 -0.23
H 2.4555 4.5328 2.1835 0.17 -0.79 0.30
H 2.9856 2.7451 2.1398 -0.36 0.66 0.55
C -0.6198 3.5618 -1.3197 1.59 -1.81 1.33
C -0.8582 3.4611 0.1185 -0.91 0.66 0.98
N -1.1201 3.4486 1.2472 0.50 -0.10 -1.10
H -0.1907 2.5675 -1.5817 -0.16 0.91 -0.32
H 0.0557 4.3632 -1.5075 0.80 0.36 -0.15
H -1.4826 3.7543 -1.8600 -1.89 0.13 -0.81
C -3.4508 1.8443 -3.1844 1.44 1.85 -0.40
C -2.0791 1.5243 -3.6154 -0.96 -0.76 0.57
N -1.0031 1.2086 -3.8412 0.42 0.19 -0.36
H -4.1488 1.0441 -3.2060 -0.42 -0.66 -0.57
H -3.7052 2.7614 -3.7468 -0.57 -0.70 0.05
H -3.3772 2.1729 -2.1632 0.07 0.02 0.66
C -2.9875 -2.2358 -0.4894 0.73 -0.95 -1.29
C -2.9323 -2.0924 -1.9429 0.98 -0.50 -0.04
N -2.7136 -2.0586 -3.0687 -0.36 0.22 -0.23
H -3.7542 -1.5743 -0.2036 -0.96 0.40 1.27
H -2.0244 -1.9894 -0.0866 0.44 0.61 0.21
H -3.0652 -3.2990 -0.2510 -0.79 0.20 0.10
C 4.7365 -0.8198 0.8728 1.30 -1.30 -1.04
C 4.2277 -2.0940 1.3955 0.30 1.47 -0.93
N 3.8171 -3.0766 1.7944 -0.46 -1.15 0.59
H 5.8178 -0.7645 1.0979 -0.53 0.08 -0.20
H 4.2379 -0.0231 1.3124 -0.91 1.42 1.11
H 4.5618 -0.6754 -0.2101 0.14 -0.56 0.51
C 0.7413 -1.2118 -2.6623 0.05 -0.59 -1.66
C 1.2546 -0.7697 -1.3760 0.59 0.89 1.75
N 1.5955 -0.4096 -0.3184 -0.39 -0.81 -2.21
H 1.2886 -0.8762 -3.5830 0.23 -0.08 1.25
H -0.2353 -0.7724 -2.8911 -0.07 -0.34 0.62
H 0.7167 -2.3258 -2.7272 -0.18 0.86 0.28
```
Forces are in eV/Å.

- Orbital gap: 10.94 eV
- SMILES: C[N+](=O)[O-].C[N+](=O)[O-].CC#N.CC#N.CC#N.CC#N.CC#N.CC#N
- LUMO energy: 0.0 eV
- Relative energy (zero: lowest compared OMol25 entry of this formula, charge and spin): 0.0000 eV
- HOMO: -10.9 eV
- 2S+1: 1
- Calculated total energy: -35010.144 eV

Atomic partial charges in e from the Löwdin method, atoms 1 to 5: C 0.0480; N -0.4200; O 0.0533; O 0.0362; H 0.0874